No. 1
{
  "formula": "C19H21BaN8S",
  "method": "ωB97M-V/def2-TZVPD",
  "de_lowest_kj_mol": 0.7,
  "charge": 1,
  "homo_ev": -9.10,
  "mol_weight_g_mol": 530.8,
  "lumo_energy_ev": -2.4362,
  "e_tot_ha": -1598.244755,
  "gap_ev": 6.66,
  "symbols": ["Ba", "C", "C", "N", "C", "C", "C", "C", "C", "C", "C", "N", "C", "C", "C", "C", "C", "C", "C", "C", "N", "C", "H", "H", "H", "H", "H", "H", "H", "H", "H", "H", "H", "H", "N", "N", "C", "N", "S", "H", "H", "H", "H", "H", "N", "N", "H", "H", "H", "H"],
  "coordinates": [[0.163453, 1.203786, 1.140420], [-1.236483, -2.564452, 3.677962], [-0.960403, -1.292352, 3.163606], [-0.276705, -1.095843, 2.054275], [0.239185, -2.161675, 1.386480], [0.058921, -3.486483, 1.869262], [-0.728621, -3.656136, 3.028588], [0.714275, -4.562034, 1.240006], [1.588337, -4.296890, 0.220860], [1.757482, -2.999174, -0.279199], [1.018798, -1.920154, 0.198384], [1.023421, -0.639017, -0.293665], [1.422680, -0.312165, -1.560385], [1.480904, -1.178240, -2.654313], [1.914525, -0.760227, -3.918062], [2.269520, 0.540550, -4.157180], [2.122709, 1.487593, -3.126482], [2.351884, 2.866085, -3.334168], [2.106077, 3.761760, -2.330992], [1.630185, 3.275602, -1.107383], [1.441598, 1.996326, -0.859151], [1.682526, 1.082179, -1.835447], [-1.820907, -2.663225, 4.581991], [-1.304894, -0.399572, 3.679271], [-0.893505, -4.658484, 3.404396], [0.550355, -5.569982, 1.598643], [2.156420, -5.107871, -0.217231], [2.485288, -2.836169, -1.060337], [1.180085, -2.206534, -2.522184], [1.978426, -1.481441, -4.723151], [2.626533, 0.859212, -5.127909], [2.702693, 3.196247, -4.304288], [2.258339, 4.823922, -2.462184], [1.395020, 3.965827, -0.299950], [-1.481430, 0.862479, -1.592565], [-2.856730, 0.701248, -1.502046], [-3.559776, 1.163733, -0.453009], [-4.880155, 0.940246, -0.489444], [-2.890146, 2.007521, 0.831267], [-1.238941, 1.504914, -2.337843], [-1.024619, -0.027157, -1.760187], [-3.345791, 0.239984, -2.254144], [-5.330336, 0.425643, -1.227698], [-5.430996, 1.262131, 0.285241], [-0.441025, 2.218771, 4.470310], [-0.426481, 3.348983, 3.581016], [-1.079283, 2.370130, 5.244109], [0.485073, 2.127506, 4.865710], [-0.238659, 4.213826, 4.076130], [-1.358828, 3.429070, 3.192672]],
  "forces_ev_per_angstrom": [[-1.06, 1.83, 1.55], [-0.02, -0.13, 0.11], [-0.02, 0.07, -0.15], [-0.22, -1.05, 0.35], [0.03, -0.58, -0.02], [0.08, 0.31, 0.05], [0.01, 0.13, -0.04], [0.11, -0.15, -0.13], [-0.12, -0.19, 0.22], [-0.12, 0.25, 0.01], [0.20, -0.37, -0.19], [0.27, -0.10, -0.08], [0.02, -0.38, -0.22], [-0.03, 0.10, 0.20], [0.09, 0.25, -0.16], [0.01, -0.16, -0.16], [-0.12, 0.02, 0.27], [-0.03, 0.01, 0.11], [0.03, 0.11, -0.11], [0.03, -0.18, 0.11], [0.80, 0.43, -0.99], [0.15, -0.12, -0.59], [0.00, -0.01, -0.01], [-0.05, -0.02, -0.01], [-0.02, 0.01, 0.02], [0.04, 0.02, 0.01], [0.02, 0.03, -0.02], [-0.05, -0.02, -0.03], [0.05, 0.00, -0.03], [-0.03, -0.04, 0.04], [-0.01, 0.00, 0.01], [0.01, 0.02, 0.01], [0.00, -0.02, -0.03], [0.04, 0.02, -0.02], [0.22, 0.04, 0.17], [-0.17, -0.09, -0.04], [0.00, 0.01, -0.06], [0.04, -0.06, -0.08], [-0.06, 0.18, 0.29], [-0.05, 0.04, -0.04], [-0.02, -0.07, 0.02], [0.01, -0.01, -0.07], [0.00, 0.01, 0.00], [-0.04, 0.01, 0.02], [-0.07, -0.07, -0.17], [0.09, -0.15, -0.20], [-0.01, 0.00, 0.08], [0.07, -0.03, -0.02], [-0.02, 0.08, 0.03], [-0.05, 0.02, -0.02]]
}



No. 2
{
  "formula": "C37H32BrIMnN3O5P",
  "method": "ωB97M-V/def2-TZVPD",
  "charge": -2,
  "homo_ev": -1.07,
  "mol_weight_g_mol": 891.4,
  "lumo_energy_ev": 4.3003,
  "e_tot_ha": -6333.774021,
  "multiplicity": 6,
  "gap_ev": 5.37,
  "symbols": ["Mn", "O", "C", "O", "C", "C", "C", "C", "C", "O", "C", "C", "O", "O", "H", "H", "H", "H", "H", "H", "H", "H", "N", "P", "C", "C", "C", "C", "C", "C", "C", "C", "C", "C", "C", "C", "C", "C", "C", "C", "C", "N", "H", "H", "H", "H", "H", "H", "H", "H", "H", "H", "H", "H", "H", "H", "H", "Br", "C", "C", "C", "C", "C", "C", "I", "H", "H", "H", "H", "N", "C", "C", "C", "C", "C", "C", "H", "H", "H", "H", "H"],
  "coordinates": [[0.013083, 0.852435, -1.714872], [3.753504, 1.780138, -0.122236], [2.612664, 1.901191, -0.561379], [1.731106, 0.975508, -0.653450], [2.100566, 3.265159, -1.038280], [0.704173, 3.551908, -0.384002], [0.378387, 4.986789, -0.489887], [-0.062740, 5.122716, -1.988770], [0.244255, 3.704201, -2.498306], [-0.210874, 2.949291, -1.342809], [1.785409, 3.426753, -2.599596], [1.994531, 2.215604, -3.551286], [3.034175, 2.115629, -4.175506], [1.007625, 1.398943, -3.566066], [2.801810, 4.008018, -0.720845], [0.576187, 3.016313, 0.563010], [1.260266, 5.580601, -0.197494], [-0.471018, 5.283851, 0.130463], [0.358140, 5.892221, -2.595453], [-1.139047, 5.193297, -2.098358], [-0.306277, 3.321041, -3.377310], [2.405954, 4.296344, -2.937421], [-1.837697, 0.510357, -2.528419], [-1.020067, -1.696225, 1.734317], [-2.241352, -1.393869, 3.192423], [-2.172999, -0.103142, 3.667434], [-3.010264, 0.353414, 4.732174], [-3.879621, -0.552150, 5.345706], [-3.806046, -1.894945, 4.942524], [-2.975463, -2.346341, 3.916080], [-2.039318, -2.778700, 0.732707], [-3.289613, -2.273964, 0.331667], [-4.010351, -2.931335, -0.638345], [-3.618482, -4.141888, -1.213351], [-2.386428, -4.666754, -0.797810], [-1.665284, -3.976807, 0.194074], [-3.023479, 0.696351, -1.878503], [-4.239148, 0.189126, -2.387207], [-5.337698, 0.222106, -1.518536], [-5.263189, 0.874660, -0.255056], [-4.036410, 1.391018, 0.057585], [-2.928988, 1.290423, -0.660172], [-2.029269, 0.168838, -3.504281], [-1.563616, 0.625553, 3.122666], [-2.859248, 1.384652, 5.020841], [-4.493522, -0.297382, 6.147652], [-4.475868, -2.589241, 5.334121], [-3.074650, -3.377416, 3.648532], [-3.572603, -1.324490, 0.679878], [-4.967521, -2.506706, -0.922199], [-4.024216, -4.536658, -2.129837], [-1.966561, -5.628372, -1.130931], [-0.736338, -4.441423, 0.500390], [-4.220435, -0.315987, -3.322590], [-6.286807, -0.350547, -1.838145], [-6.124337, 1.010448, 0.383160], [-3.906815, 1.923812, 1.008338], [2.112369, -1.769925, -2.752158], [3.948121, -1.377315, -2.741683], [4.460589, -0.993908, -3.936781], [5.857209, -0.731935, -4.026400], [6.614335, -0.723901, -2.858327], [6.057961, -1.121189, -1.666575], [4.726758, -1.458667, -1.555562], [4.104691, -2.371625, 0.165464], [3.820315, -1.093048, -4.722247], [6.349412, -0.423861, -4.958616], [7.622515, -0.387810, -2.949306], [6.744691, -1.164358, -0.827531], [0.119112, -2.685453, 2.454737], [1.297760, -2.120126, 2.783577], [1.776219, -0.894935, 2.246552], [2.989262, -0.319447, 2.606055], [3.743630, -0.864569, 3.649528], [3.260890, -2.016915, 4.255073], [2.132208, -2.690163, 3.801755], [1.375922, -0.465372, 1.352460], [3.322942, 0.602324, 2.082498], [4.558549, -0.367609, 4.069166], [3.810514, -2.380808, 5.105584], [1.705850, -3.533751, 4.375705]],
  "forces_ev_per_angstrom": [[0.12, -0.21, -0.59], [-0.39, 0.14, -0.12], [0.20, 0.04, -0.31], [-0.09, -0.63, 0.20], [-0.67, -0.34, -0.17], [0.66, -2.05, -0.51], [-0.44, 1.88, -0.15], [-0.17, -1.32, -0.02], [0.28, 0.28, -0.56], [0.62, 0.52, -0.16], [-0.50, 0.52, 0.82], [-0.28, -0.23, 1.08], [0.60, 0.17, -0.54], [-0.11, -0.17, 0.14], [0.53, 0.46, 0.10], [-0.03, 0.43, -0.08], [-0.42, 0.04, -0.26], [0.20, -0.09, 0.18], [0.69, 0.63, -0.18], [-0.28, 0.34, 0.42], [0.21, 0.50, 0.52], [-0.81, -0.68, -0.04], [-1.14, -0.23, -1.19], [0.41, 0.00, 1.24], [1.26, -0.82, -0.60], [-1.37, 1.11, 0.67], [0.92, -0.92, -0.77], [1.96, -0.48, -1.49], [0.78, 0.96, -1.00], [-0.83, 1.49, 0.17], [-1.26, 0.26, -0.05], [1.16, -1.21, -0.69], [-1.24, -0.12, -0.09], [1.94, 0.05, -0.07], [-0.36, 0.34, 0.84], [0.82, -1.66, -0.63], [1.88, -0.32, -0.02], [-1.17, 0.52, 2.13], [-0.88, -0.74, -0.91], [-0.55, -0.70, -1.60], [0.71, 0.67, 1.02], [-0.31, -0.14, -0.52], [0.55, 0.33, 1.45], [-0.10, -0.25, 0.26], [-0.45, 0.08, 0.27], [-1.05, 0.59, 1.14], [-1.01, -1.11, 1.00], [0.37, -0.43, -0.39], [-0.69, 1.09, 0.45], [0.08, 0.09, -0.20], [-0.79, -0.14, 0.12], [-0.38, 0.57, -0.18], [0.19, 0.24, 0.21], [-0.27, -0.38, -0.55], [1.41, 1.16, 0.55], [0.05, -0.18, 0.05], [-0.07, -0.18, -0.19], [-0.44, -0.35, 0.23], [-0.06, 0.02, 1.98], [3.50, -0.15, 1.05], [-0.85, 0.53, 0.09], [-0.86, 0.06, -1.56], [0.70, 0.23, 0.63], [-0.16, -0.37, -1.33], [-0.30, -0.12, 0.31], [-1.32, 0.35, -2.38], [-0.51, -0.22, 0.29], [0.68, -0.04, 0.29], [-0.42, -0.08, 0.25], [-0.90, -0.33, -0.45], [0.57, 0.58, 0.63], [1.50, 0.09, -0.42], [-0.16, 0.48, 0.41], [-1.57, -0.33, -0.47], [0.01, -0.24, -0.41], [-0.84, 0.17, 0.36], [-0.77, 0.10, -0.20], [-0.23, -0.80, 0.30], [1.41, 0.72, 0.40], [0.08, -0.37, 0.32], [0.44, 0.32, -0.50]]
}



No. 3
{
  "formula": "C10H11BrO",
  "method": "ωB97M-V/def2-TZVPD",
  "smiles": "C[C@@]1(Br)C[C@@]1(O)c1ccccc1",
  "de_lowest_kj_mol": 180.5,
  "homo_ev": -7.79,
  "mol_weight_g_mol": 227.1,
  "lumo_energy_ev": 0.5827,
  "e_tot_ha": -3036.790906,
  "gap_ev": 8.37,
  "symbols": ["C", "C", "Br", "C", "C", "O", "C", "C", "C", "C", "C", "C", "H", "H", "H", "H", "H", "H", "H", "H", "H", "H", "H"],
  "coordinates": [[-1.578812, 1.719422, 1.109709], [-2.074307, 0.831769, 0.031315], [-3.851936, 0.077305, 0.337545], [-1.638679, 0.770609, -1.388188], [-0.922566, -0.440253, -0.722366], [-1.484979, -1.673809, -0.978650], [0.383843, -0.436367, -0.245667], [1.460615, 0.340424, -0.741721], [2.723558, 0.023600, -0.357486], [3.070586, -0.978218, 0.558773], [2.007379, -1.671352, 1.079400], [0.773425, -1.349492, 0.638968], [-2.361678, 2.377522, 1.644342], [-0.864663, 2.451821, 0.687533], [-0.972871, 1.124220, 1.846660], [-0.938376, 1.580251, -1.835871], [-2.329645, 0.487212, -2.154909], [-2.402635, -1.536408, -0.866004], [1.331649, 1.086397, -1.412058], [3.581748, 0.686847, -0.693765], [4.164742, -0.975492, 0.571481], [2.042421, -2.564341, 1.707766], [-0.118810, -1.931663, 1.183204]],
  "forces_ev_per_angstrom": [[0.58, 1.21, 1.07], [0.45, -2.35, -0.80], [0.54, 0.20, -0.06], [3.05, 0.49, -0.55], [-5.26, 3.42, -0.83], [1.67, 0.01, 0.23], [3.30, 1.89, -1.17], [-0.90, -2.12, 1.42], [2.21, 1.58, 0.21], [0.49, 1.38, -1.62], [1.76, -1.41, 0.65], [-4.36, -3.46, 3.63], [0.99, -1.39, -0.85], [-0.22, -0.33, 0.03], [-0.79, 0.60, -0.32], [-1.21, -1.02, 1.10], [-0.58, -0.17, -0.14], [-1.99, -0.24, 0.12], [-0.58, 2.27, -2.05], [-1.22, -0.93, 0.10], [-0.44, -1.19, 1.19], [0.52, 0.54, 0.12], [2.01, 1.03, -1.47]]
}